Record 1
Molecular formula: C29H45B2F4HfN2O17S
Method: DFT, ωB97M-V with the def2-TZVPD basis set

```
101
Properties=species:S:1:pos:R:3:lowdin_charge:R:1
Hf 3.19936 3.62531 0.61209 2.134
C 1.77370 -4.96470 4.20478 0.073
N 2.36467 -4.16630 3.07256 -0.058
C 2.06993 -2.85477 2.86874 0.035
C 2.68320 -2.10726 1.84501 0.028
C 3.35542 -2.75521 0.81306 -0.145
C 3.61138 -4.11966 0.90438 0.075
C 3.11695 -4.80204 2.11568 0.080
C 3.93068 -2.03231 -0.43987 -0.102
C 4.80996 -0.94527 -0.20199 0.034
C 5.05872 -0.10750 -1.23654 0.020
N 4.76887 -0.52372 -2.56173 -0.071
C 4.12616 -1.64893 -2.85166 0.061
C 3.56906 -2.39689 -1.73599 0.076
C 5.13638 0.32425 -3.67150 0.034
H 2.38985 -5.85232 4.34831 0.113
H 0.74646 -5.09805 3.86551 0.121
H 1.75142 -4.36741 5.11630 0.115
H 1.25915 -2.39526 3.41454 0.142
H 2.35388 -1.07989 1.89485 0.103
H 4.36099 -4.57582 0.27477 0.136
H 3.17916 -5.87988 2.14356 0.146
H 5.12365 -0.69183 0.79989 0.142
H 5.72686 0.72697 -1.08272 0.138
H 3.92112 -2.09289 -3.81460 0.159
H 2.91724 -3.25358 -1.82323 0.126
H 4.90870 -0.12776 -4.63687 0.122
H 6.20479 0.51800 -3.57630 0.127
H 4.56049 1.23409 -3.50224 0.096
B 4.39893 3.25331 -1.43069 -0.327
H 4.98416 3.10880 -2.32559 0.037
H 3.38936 2.89033 -1.54585 0.006
H 4.78053 2.72396 -0.57139 -0.048
H 4.27198 4.29727 -1.18926 -0.013
B 1.67629 5.46673 -0.26634 -0.283
H 1.28952 5.11687 -1.21093 0.029
H 1.42383 6.51294 -0.18921 0.036
H 1.36966 4.87274 0.58066 -0.047
H 2.74875 5.35401 -0.30346 -0.084
C 0.68002 0.10832 -0.39654 0.073
C 1.50842 1.38754 -0.13695 -0.641
O 1.13021 2.53218 -0.34325 -0.005
O 2.61948 1.36186 0.43767 -0.125
H -0.39342 0.27163 -0.30091 0.079
H 0.98029 -0.56595 0.40552 0.053
H 0.86331 -0.45885 -1.30913 0.087
O -5.05530 0.24233 0.45019 -0.281
S -4.02585 -0.46143 -0.31978 0.699
O -2.89713 0.26821 -0.89663 -0.351
O -3.33694 -1.81408 0.43931 -0.291
C -4.02559 -2.32008 1.62525 -0.233
C -5.42681 -2.89932 1.17106 -0.056
C -4.87626 -1.28391 -1.84214 -0.046
H -4.24725 -1.61311 2.42473 0.110
H -3.36369 -3.02185 2.13272 0.118
H -5.22071 -3.58868 0.35227 0.073
H -6.20394 -2.15334 1.00468 0.081
H -5.75687 -3.55930 1.97330 0.084
H -4.08068 -1.55745 -2.53519 0.042
H -5.61259 -0.55368 -2.17782 0.075
H -5.38189 -2.19416 -1.51985 0.050
C -2.01550 4.82001 0.92986 -0.106
C -2.46110 3.46762 1.36908 -0.333
O -2.51094 3.53786 2.76565 0.104
C -2.06600 4.85806 3.11042 -0.475
O -1.93312 5.33349 4.17716 0.223
O -1.49420 5.42478 2.03512 0.102
F -1.58604 2.46710 1.19205 0.055
H -2.92983 5.32003 0.61040 0.161
H -1.29307 4.71202 0.12082 0.130
H -3.40532 3.19626 0.89694 0.177
C -1.76866 0.86303 4.12569 -0.014
C -1.14460 0.03429 2.98573 -0.420
O -1.28353 -1.30001 3.25927 0.126
C -1.70148 -1.45975 4.50370 -0.460
O -1.75478 -2.60519 4.98801 0.123
O -2.11767 -0.21089 5.02834 0.073
F 0.09545 0.33349 2.81292 0.115
H -2.71543 1.28134 3.78401 0.136
H -1.06489 1.62560 4.45927 0.147
H -1.73062 0.29774 2.10524 0.146
C -1.67897 -3.99438 -2.72074 -0.014
C -0.72293 -2.93353 -3.35560 -0.255
O 0.18255 -2.69879 -2.29220 0.099
C -0.16985 -3.29488 -1.14719 -0.576
O 0.29680 -3.16686 -0.08749 0.188
O -1.12708 -4.21839 -1.42010 0.087
F -1.37612 -1.79680 -3.71782 0.070
H -1.82268 -4.88103 -3.33822 0.147
H -2.70134 -3.64391 -2.57924 0.130
H -0.21494 -3.26161 -4.26246 0.172
C -2.85776 2.44372 -3.40318 -0.064
C -1.65228 2.91979 -2.68259 -0.317
O -1.97558 4.15362 -2.10592 0.128
C -3.06199 4.63443 -2.69060 -0.479
O -3.60524 5.71654 -2.51718 0.166
O -3.60343 3.67322 -3.56911 0.076
F -0.83959 3.22525 -3.72235 0.066
H -3.33788 1.79324 -2.67211 0.102
H -2.86241 1.82396 -4.29983 0.155
H -1.17595 2.19626 -2.02098 0.149
```

## Properties
total charge	+3
electronic energy	-92920.4496	eV
HOMO-LUMO gap	0.1750	Eh
max |F|	7.728	eV/Å
E_LUMO	-11.38	eV

---

Record 2
Molecular formula: C5H10O
Method: DFT, ωB97M-V with the def2-TZVPD basis set

```
16
Properties=species:S:1:pos:R:3:lowdin_charge:R:1
C -0.70560 -2.20953 0.44227 -0.113
O -0.88706 -0.87166 0.82873 -0.154
C -0.48089 0.03375 -0.16184 -0.374
C 1.04001 0.15840 -0.43415 -0.128
C 0.91667 1.68828 -0.24963 -0.166
C -0.50839 1.49212 0.31797 -0.116
H 0.35602 -2.44222 0.26330 0.087
H -1.27117 -2.44760 -0.47304 0.090
H -1.07193 -2.83698 1.25871 0.089
H -1.05760 -0.13143 -1.08715 0.149
H 1.61841 -0.31456 0.36578 0.113
H 1.40904 -0.19810 -1.40078 0.104
H 0.92618 2.23394 -1.19708 0.101
H 1.64418 2.14865 0.42360 0.098
H -0.54072 1.52206 1.41093 0.115
H -1.29913 2.13180 -0.08472 0.104
```

## Properties
total charge	0
electronic energy	-7393.4284	eV
HOMO-LUMO gap	0.3962	Eh
SMILES	COC1CCC1
max |F|	0.316	eV/Å
E_LUMO	1.19	eV
energy relative to the best compared isomer or geometry (same formula, charge and spin)	129.0	kJ/mol

---

Record 3
Molecular formula: C14H22Br2N2O2PS2
Method: DFT, ωB97M-V with the def2-TZVPD basis set

```
45
Properties=species:S:1:pos:R:3:lowdin_charge:R:1
C 3.52085 -1.61306 0.69555 -0.149
C 1.99742 -1.71468 0.02137 -0.629
Br 1.79582 -3.15121 -1.40422 0.555
C 0.85439 -0.80847 0.44306 -0.763
Br 1.08315 0.65301 1.84732 0.565
P -0.89287 -0.98691 -0.30312 0.708
C -0.44887 -0.10173 -1.93203 -0.336
C 0.82070 0.93109 -1.85210 -0.266
C 0.79891 1.78684 -3.28941 -0.477
S -0.22748 3.34990 -3.21726 0.731
C 0.01688 4.29468 -1.61687 -0.948
S 1.29501 5.41688 -1.32317 0.612
N -1.04169 4.04514 -0.52202 -0.211
C -0.54625 3.64524 0.85022 -0.071
C -1.94048 3.42409 1.68428 -0.093
N -3.05836 3.74061 0.71560 -0.057
C -2.56507 4.14387 -0.67864 -0.057
C -2.62458 -1.37927 -1.09673 -0.324
C -3.62650 -2.09060 0.20010 -0.181
C -3.13832 -3.67868 0.67400 -0.096
O -2.91061 -2.30667 1.56216 -0.258
H 3.68258 -0.62557 1.30360 0.055
H 3.63857 -2.57499 1.38902 0.080
H 4.32725 -1.73635 -0.17575 0.079
H -0.75692 -2.44017 -0.13268 0.016
H -1.49896 -0.24932 0.79869 0.039
H -1.39793 0.56207 -2.22184 0.093
H -0.33074 -0.88504 -2.79369 0.102
H 0.76142 1.67568 -0.92077 0.083
H 1.86515 0.35301 -1.87960 0.122
H 0.32601 1.10921 -4.14581 0.100
H 1.90497 2.08839 -3.57027 0.088
H 0.58109 3.54482 1.14680 0.081
H -1.96090 3.07273 2.80063 0.100
H -3.16080 4.42889 -1.64622 0.122
H -2.57126 -2.19556 -1.93485 0.087
H -3.18958 -0.40286 -1.42575 0.075
H -4.85748 -1.84104 0.17059 0.158
H -2.19952 -3.99461 1.26106 0.128
H -2.53758 -3.70198 -0.36048 0.038
C 3.65446 -2.78523 4.15212 -0.546
O 4.06573 -3.74189 3.33354 -0.416
H 3.86403 -2.91532 5.22749 0.021
H 4.05642 -1.77120 3.98698 0.016
H 2.57194 -2.57379 4.17912 0.022
```

## Properties
total charge	-1
electronic energy	-192974.2226	eV
HOMO-LUMO gap	0.0869	Eh
max |F|	7.599	eV/Å
E_LUMO	-0.06	eV
energy relative to the best compared isomer or geometry (same formula, charge and spin)	571.9	kJ/mol

---

Record 4
Molecular formula: C9H18AlO13S
Method: DFT, ωB97M-V with the def2-TZVPD basis set

```
42
Properties=species:S:1:pos:R:3:lowdin_charge:R:1
Al -1.11355 -0.02650 -0.12011 0.674
S 0.01642 1.29545 -1.97551 0.332
O 0.94910 1.11266 -0.86654 -0.503
O -1.13369 1.92884 -1.38381 -0.229
O 0.57746 2.01494 -3.12860 -0.270
O -0.37087 -0.05234 -2.30333 -0.276
C -0.26854 -2.71781 -3.23297 -0.011
O -1.57977 -3.03116 -2.79379 0.015
C -2.18646 -2.39620 -1.67329 -0.269
O -1.82143 -1.28487 -1.19108 0.139
O -3.24633 -3.11460 -1.22090 0.043
C -3.41635 -4.47891 -1.44269 -0.031
H -0.40886 -1.77407 -3.76002 0.100
H 0.15855 -3.44168 -3.92701 0.115
H 0.34209 -2.52173 -2.35161 0.103
H -2.48233 -5.03981 -1.40951 0.109
H -3.88492 -4.65367 -2.41120 0.116
H -3.99521 -4.90825 -0.62496 0.112
C -2.35529 3.21543 2.56482 -0.086
O -1.13055 3.50621 2.16048 0.045
C -0.51376 2.76791 1.21204 -0.348
O -0.95822 1.78228 0.61303 0.085
O 0.77276 3.21640 1.10463 0.121
C 1.69684 2.54291 0.29299 -0.161
H -2.19113 2.44818 3.32144 0.108
H -3.07174 2.86686 1.82098 0.115
H -2.60914 4.10123 3.14707 0.122
H 2.71380 2.62211 0.67721 0.124
H 1.66050 2.92972 -0.72542 0.162
H 1.44297 1.48288 0.29204 -0.002
C 3.10439 0.86485 -0.04312 -0.036
O 2.69344 0.28962 1.20604 0.101
C 1.50996 -0.26489 1.25359 -0.391
O 0.57042 -0.15089 0.45562 0.123
O 1.41455 -0.92688 2.42234 0.034
C 2.20596 -0.76950 3.57664 -0.017
H 4.10196 1.30206 -0.08573 0.140
H 2.40922 1.57967 -0.48341 0.025
H 3.14466 -0.01857 -0.68035 0.139
H 3.17224 -1.24781 3.41654 0.108
H 1.70880 -1.30441 4.38583 0.107
H 2.37218 0.25430 3.91175 0.112
```

## Properties
total charge	+1
electronic energy	-53656.3832	eV
HOMO-LUMO gap	0.1985	Eh
max |F|	11.123	eV/Å
E_LUMO	-5.63	eV

---

Record 5
Molecular formula: C7H12BClF4NO9PS
Method: DFT, ωB97M-V with the def2-TZVPD basis set

```
37
Properties=species:S:1:pos:R:3:lowdin_charge:R:1
C 1.53036 -2.57723 -1.12207 -0.049
O 0.23510 -1.93857 -1.40973 -0.016
B 0.37581 -0.50050 -1.45276 -0.458
O 0.13978 0.13622 -2.70008 0.164
C 0.80726 0.23825 -0.06586 0.101
N 0.00037 0.92806 0.72892 0.014
C -1.44311 1.27495 0.61666 -0.084
O -2.29145 0.14147 0.36621 0.061
C -3.56025 0.53501 -0.10714 -0.456
F -3.60362 0.52871 -1.53126 0.101
F -3.95330 1.83938 0.28868 0.084
F -4.58641 -0.33243 0.29676 0.134
C 0.62040 1.48065 1.99101 -0.041
C 1.79531 0.41882 2.20274 -0.200
F 1.31456 -0.92325 2.45653 -0.018
C 2.25448 0.32093 0.66963 -0.202
P 3.07212 2.00562 0.22334 0.337
O 1.94813 3.12243 -0.38980 -0.234
O 3.79715 2.59508 1.64841 -0.258
S 4.48836 1.79571 -1.12102 0.287
H 1.31637 -3.70737 -1.16249 0.127
H 2.32065 -2.33363 -1.90569 0.112
H 1.86806 -2.34783 -0.04619 0.091
H 0.24287 -0.58093 -3.37762 0.148
H -1.80744 1.75038 1.60183 0.167
H -1.53761 2.08778 -0.19632 0.188
H -0.08705 1.36208 2.89001 0.162
H 0.90143 2.59848 1.95529 0.158
H 2.63406 0.63997 2.93405 0.162
H 3.05976 -0.41694 0.35667 0.130
H 2.43553 3.98753 -0.37927 0.098
H 4.52933 2.00225 1.93929 0.088
O -4.37078 -3.11651 0.07001 -0.385
Cl -3.76485 -3.22764 -1.24014 0.637
O -4.74805 -2.91959 -2.25577 -0.373
O -3.27559 -4.57565 -1.43289 -0.377
O -2.65772 -2.29169 -1.33991 -0.402
```

## Properties
total charge	0
electronic energy	-71555.1769	eV
HOMO-LUMO gap	0.1732	Eh
max |F|	4.157	eV/Å
E_LUMO	-2.99	eV